Computed, not measured: a structure of composition C43H120NO18Zn, with ωB97M-V/def2-TZVPD.

**Frontier orbital gap**: 6.35 eV
**Lowest unoccupied orbital energy**: -3.26 eV
**Max |F|**: 2.6 eV Å⁻¹
**DFT total energy**: -4898.329352 hartree

Geometry as ORCA input:
```
! wB97M-V def2-TZVPD RIJCOSX def2/J DEFGRID3
* xyz 1 1
Zn -2.317 0.067 -3.374
O -3.484 4.222 -4.145
O 0.698 -5.310 -4.369
O 1.377 6.790 0.905
O -5.362 4.532 2.754
O -2.077 0.591 6.031
O 1.628 0.170 -3.368
O 0.958 4.654 6.283
O 5.609 3.792 1.454
O 2.026 -3.275 6.553
O -1.175 -0.167 -1.779
O -1.744 -4.871 3.568
O -2.040 -1.769 -4.195
O -3.083 1.843 -2.872
O -6.420 -0.056 -0.196
O -0.926 0.897 -4.604
O 4.778 -3.226 5.882
O -2.988 -5.750 1.266
O 5.321 -5.488 -2.157
N 0.004 -0.083 -1.059
C 1.430 -1.140 5.494
C -0.747 4.111 4.705
C 1.567 1.322 0.152
C 0.315 -1.309 -0.351
C -2.005 6.227 -4.181
C 1.666 5.970 -1.316
C -2.918 5.327 -3.356
C 1.406 -2.002 6.738
C 1.927 0.126 1.021
C 0.378 -2.530 -1.288
C -1.565 0.098 4.809
C -0.375 4.116 6.173
C 2.921 -0.454 -3.339
C -6.070 -1.144 0.656
C -0.575 -2.259 -6.101
C -0.092 3.045 -5.382
C 3.523 -0.353 -4.708
C 5.500 2.667 0.554
C -3.791 1.976 -1.575
C -0.735 -2.328 -4.596
C 4.894 -2.752 4.493
C -0.390 -4.561 4.013
C 4.028 -3.626 3.618
C -3.500 -3.797 -0.074
C -2.677 0.144 3.777
C 4.481 2.961 -0.551
C 2.029 -4.739 -4.297
C -4.923 -0.778 1.559
C 3.111 -5.765 -4.656
C 2.093 5.818 0.118
C -0.008 2.331 -1.387
C -0.630 -1.684 0.799
C 4.151 -3.555 -1.372
C -4.669 4.237 1.568
C 1.745 -1.147 0.189
C -0.880 1.469 0.735
C -3.231 4.697 1.628
C -5.232 2.393 -1.858
C 0.134 1.212 -0.379
C 0.603 -5.374 3.205
C -0.926 1.826 -5.733
C -2.760 -5.128 0.007
C 4.356 -5.028 -1.192
H -5.328 3.437 -2.149
H 1.330 0.106 1.940
H 0.404 -6.441 3.300
H -1.910 1.237 0.433
H 3.565 -0.051 -2.552
H -0.039 3.763 -6.201
H -2.830 1.185 3.447
H -2.628 6.808 -4.871
H 0.160 3.311 -0.939
H 2.750 -1.513 -3.082
H 5.943 -2.737 4.190
H 1.653 2.171 0.841
H 3.833 0.666 -4.964
H 3.498 3.126 -0.127
H 0.021 -1.731 -4.100
H -1.942 2.113 -5.994
H -0.634 -2.857 -1.545
H 4.791 3.885 -1.060
H 1.941 4.806 0.538
H 2.239 1.459 -0.691
H -3.168 5.780 1.749
H -5.864 -2.071 0.110
H 2.053 -3.892 -5.002
H 4.428 2.255 -1.386
H 0.903 -2.303 -2.222
H 0.663 -1.455 4.777
H 2.924 -6.144 -5.658
H 6.471 2.441 0.091
H 1.139 0.086 -2.494
H 0.650 5.649 -1.548
H -0.522 3.525 -4.499
H -0.966 2.536 0.986
H -5.940 -0.149 -1.021
H -0.550 -2.748 1.045
H 3.409 -5.578 -1.296
H -1.498 6.918 -3.503
H -3.155 2.723 -3.339
H -0.459 -1.113 1.707
H -0.979 2.314 -1.886
H -5.161 4.765 0.737
H -4.500 -1.624 2.106
H -6.920 -1.410 1.291
H 4.084 -5.320 -4.462
H -0.227 -3.482 4.022
H -1.341 -2.893 -6.565
H 5.102 -3.055 -1.151
H 0.525 -5.562 -5.283
H 4.751 -5.210 -0.183
H -2.746 4.418 0.686
H 0.389 -2.174 7.092
H 1.263 -0.092 5.766
H 5.220 1.777 1.123
H 3.897 -3.235 -2.385
H 3.998 -3.315 2.574
H 2.972 -6.589 -3.951
H -2.652 4.264 2.445
H -2.967 -5.847 -0.796
H -1.653 -1.557 0.431
H -5.867 2.261 -0.972
H 2.820 -0.653 -5.489
H 1.629 -5.139 3.466
H -4.579 -3.856 -0.243
H -0.667 -3.366 -4.269
H 2.950 0.177 1.419
H -1.792 3.798 4.603
H -0.349 -4.940 5.041
H -3.645 -0.193 4.126
H 0.926 2.781 -5.090
H 2.165 -4.381 -3.279
H 2.379 -1.175 4.957
H -0.123 3.461 4.096
H 1.544 6.592 1.834
H 4.421 -0.964 -4.819
H 1.211 4.655 7.212
H 0.734 2.232 -2.186
H 2.346 5.486 -2.023
H 0.912 -3.345 -0.802
H 0.050 0.721 -4.397
H -4.045 -0.365 1.037
H -1.668 -4.996 -0.134
H -1.049 4.698 6.807
H 0.383 -2.691 -6.393
H 2.998 -3.518 3.967
H 4.344 -4.666 3.690
H -2.326 -0.302 2.840
H -0.477 1.299 -6.583
H -5.753 1.749 -2.575
H 3.191 5.915 0.177
H -3.821 4.640 -4.947
H -0.695 5.130 4.310
H 1.748 7.039 -1.540
H 6.214 4.419 1.044
H -5.197 0.001 2.272
H -0.677 -1.252 -6.500
H -0.651 0.946 1.661
H -3.112 -3.156 -0.880
H -2.724 -2.417 -4.411
H -2.392 -5.350 1.942
H -0.734 0.699 4.411
H 0.439 -5.194 2.130
H -0.378 3.078 6.547
H 3.409 -3.166 -0.682
H -1.248 5.728 -4.774
H -3.722 1.021 -1.051
H -3.278 2.719 -0.958
H -3.380 -3.298 0.889
H 1.929 -1.992 0.861
H -2.397 4.946 -2.475
H 2.993 -3.168 6.449
H -6.222 4.103 2.718
H 5.616 -3.646 6.090
H -2.312 -4.869 4.343
H -1.191 -0.930 4.914
H 5.313 -6.450 -2.152
H -3.750 5.942 -2.997
H 2.443 -1.089 -0.654
H 1.904 -1.440 7.545
H -4.698 3.158 1.358
H 4.508 -1.727 4.482
H -1.324 0.733 6.619
*
```

Computed, not measured: a structure of composition CH6N4O, with ωB97M-V/def2-TZVPD.

**Frontier orbital gap**: 9.27 eV
**Lowest unoccupied orbital energy**: 0.02 eV
**Max |F|**: 5.9 eV Å⁻¹
**Relative energy (zero: lowest compared OMol25 entry of this formula, charge and spin)**: 6.6650 eV
**DFT total energy**: -335.751674 hartree

Geometry as ORCA input:
```
! wB97M-V def2-TZVPD RIJCOSX def2/J DEFGRID3
* xyz 0 1
O 0.800 -0.001 1.649
N -2.053 -0.211 -0.636
N 1.909 -0.028 -0.915
N 0.534 0.145 -0.744
N -1.307 0.068 0.626
C 0.132 0.013 0.645
H -1.365 -0.796 -1.532
H -0.369 0.979 -1.401
H -1.675 -0.869 1.458
H 2.263 -0.694 -1.536
H 2.448 0.722 -1.364
H -2.085 0.772 -1.008
*
```